The following is a quantum chemistry calculation of C18H55ClMnN19O10 as an isolated structure in a non-equilibrium geometry, from the Open Molecules 2025 dataset.

Structure (XYZ):
```
104
Properties=species:S:1:pos:R:3:forces:R:3:lowdin_charge:R:1
Mn -20.317 -2.015 10.520 -0.14 -0.36 -0.32 0.615
Cl -20.117 -1.638 12.879 0.08 0.23 0.40 0.131
C -20.075 -1.825 7.143 -1.48 -0.07 6.42 -0.688
O -20.454 -2.081 8.339 0.36 -0.38 -2.93 -0.075
N -20.770 -1.032 6.400 -2.30 2.02 -2.42 0.202
N -18.916 -2.135 6.680 3.58 -1.51 -1.32 0.203
H -20.313 -0.624 5.598 -0.61 0.20 0.12 0.127
H -21.618 -0.647 6.792 0.29 -0.05 -0.29 0.108
H -18.726 -2.023 5.695 0.33 -0.05 0.37 0.125
H -18.197 -2.453 7.315 -0.23 -0.25 -0.21 0.132
C -18.031 0.302 9.535 0.64 -1.53 0.37 -0.663
O -18.973 -0.445 9.796 0.46 0.83 0.22 -0.024
N -18.119 1.290 8.663 -1.98 2.18 -1.66 0.170
N -16.752 0.156 9.927 0.00 -0.63 0.82 0.197
H -19.085 1.546 8.515 0.20 0.34 -0.38 0.116
H -17.437 2.034 8.628 -0.22 -0.19 -0.04 0.115
H -16.655 -0.473 10.711 0.63 0.07 0.40 0.082
H -16.231 1.018 9.849 0.48 -0.62 0.51 0.111
C -18.769 -6.347 7.005 -3.91 0.34 2.01 -0.756
O -19.226 -6.753 8.068 0.68 0.55 0.67 0.022
N -17.837 -6.930 6.339 3.25 -1.17 -2.69 0.178
N -19.377 -5.314 6.346 0.14 0.24 0.09 0.154
H -17.202 -7.617 6.719 -0.47 0.10 -0.13 0.133
H -17.781 -6.618 5.380 0.81 -0.59 0.15 0.112
H -19.061 -5.048 5.424 -0.47 0.39 0.42 0.095
H -20.109 -4.870 6.881 0.04 0.16 -0.53 0.099
C -22.026 -4.840 11.082 -1.26 3.65 -1.97 -0.661
O -21.230 -3.941 10.732 -0.51 -0.89 0.20 -0.054
N -23.350 -4.764 10.933 -2.29 0.27 -0.41 0.200
N -21.713 -5.918 11.704 2.45 -2.40 1.88 0.213
H -23.902 -4.152 10.348 0.55 0.08 -0.25 0.087
H -23.871 -5.470 11.434 -0.24 0.37 -0.42 0.113
H -20.986 -5.656 12.355 0.24 -1.35 -0.07 0.073
H -22.433 -6.585 11.944 0.56 0.12 0.30 0.135
C -17.612 -3.790 10.423 3.43 -0.13 2.56 -0.776
O -18.628 -3.242 10.215 -4.25 2.54 -0.95 0.009
N -17.179 -4.786 9.757 0.78 -3.88 -3.42 0.210
N -16.713 -3.467 11.348 1.16 1.80 2.86 0.183
H -17.825 -5.168 9.081 0.37 -0.67 -0.04 0.096
H -16.234 -5.098 9.931 -0.54 -0.38 -0.56 0.129
H -16.889 -2.715 11.999 -0.26 0.27 -0.13 0.046
H -16.009 -4.090 11.718 -0.29 -0.17 -0.50 0.119
C -16.668 -0.084 13.400 -0.77 -1.31 -2.36 -0.750
O -16.559 -1.156 12.794 -0.96 0.34 -0.07 -0.010
N -17.602 0.853 13.390 -4.10 -0.84 -1.89 0.165
N -15.734 0.432 14.056 7.15 1.97 4.79 0.169
H -17.438 1.795 13.716 -0.61 -0.50 -0.41 0.121
H -18.418 0.453 12.950 -0.98 1.10 0.14 0.052
H -15.960 1.210 14.658 0.60 -0.35 0.00 0.123
H -14.823 0.017 14.191 -0.32 -0.20 -0.10 0.139
C -19.980 -5.464 14.041 2.22 -0.53 0.28 -0.842
O -19.972 -6.632 14.359 -0.11 -1.55 -0.06 0.041
N -19.069 -4.887 13.262 2.13 0.11 -2.16 0.171
N -20.830 -4.609 14.519 -2.79 1.10 1.69 0.175
H -19.087 -3.909 13.010 -0.21 0.01 0.10 0.012
H -18.461 -5.481 12.716 -0.13 0.05 0.24 0.116
H -21.389 -5.099 15.202 -0.60 1.02 0.06 0.129
H -20.906 -3.660 14.181 -0.23 0.02 0.37 0.035
C -22.354 0.867 15.602 -1.07 0.78 -0.45 -0.828
O -23.167 0.843 14.729 -2.52 -0.27 -2.56 0.032
N -22.494 1.599 16.680 0.08 1.76 3.10 0.161
N -21.238 0.216 15.544 3.59 -2.01 -0.24 0.166
H -21.633 1.760 17.185 -0.73 0.40 0.44 0.103
H -23.334 2.128 16.863 0.41 -0.13 -0.14 0.120
H -21.000 -0.207 14.659 0.22 -0.24 0.15 -0.001
H -20.562 0.276 16.293 -0.05 -0.30 -0.44 0.110
C -22.834 -0.100 10.842 2.32 0.84 -2.19 -0.743
O -22.106 -0.906 10.278 0.25 -1.66 -0.31 -0.053
N -22.632 1.181 10.617 0.67 3.81 -0.60 0.184
N -23.842 -0.301 11.588 -4.06 -2.15 2.51 0.230
H -23.084 1.887 11.179 0.11 -0.14 -0.16 0.118
H -22.086 1.512 9.834 0.06 -0.43 0.41 0.117
H -24.180 -1.247 11.703 0.23 0.09 0.27 0.130
H -24.542 0.422 11.676 0.24 -0.22 0.29 0.136
C -25.458 -4.687 5.859 -0.56 -0.70 -0.60 -0.032
C -24.589 -4.502 7.078 0.55 0.06 -0.02 -0.512
C -23.488 -3.454 6.787 -0.81 1.21 -0.52 -0.110
C -24.114 -2.008 6.634 -0.42 -1.91 0.61 -0.147
C -24.981 -1.688 7.829 -0.95 1.17 1.68 -0.134
C -26.124 -2.700 8.315 1.10 -0.93 -0.34 -0.401
N -25.498 -4.051 8.145 1.15 1.04 2.11 -0.137
O -26.091 -5.062 8.937 0.08 0.45 -0.82 -0.020
C -26.506 -2.491 9.839 1.29 -0.03 -0.79 -0.016
C -27.462 -2.551 7.514 0.41 -0.10 -0.44 -0.034
C -23.827 -5.803 7.448 -1.51 0.36 -0.27 -0.012
H -25.865 -3.731 5.530 0.40 -0.06 -0.46 0.069
H -26.360 -5.255 6.085 -0.04 -0.26 0.41 0.086
H -24.981 -5.286 5.083 0.18 0.50 -0.38 0.090
H -22.643 -3.463 7.475 -0.49 0.19 0.91 0.095
H -22.947 -3.756 5.891 -0.46 -0.01 -0.60 0.113
H -24.879 -1.952 5.860 0.93 -0.07 -1.01 0.101
H -23.298 -1.290 6.552 -0.59 0.12 -0.36 0.074
H -25.494 -0.739 7.676 -0.44 0.12 -0.64 0.114
H -24.337 -1.314 8.625 0.16 -1.03 0.81 0.090
H -25.954 -3.171 10.488 -0.27 -0.42 -0.21 0.060
H -26.111 -1.532 10.174 -0.59 0.47 -0.23 0.057
H -27.580 -2.596 9.990 0.23 0.09 0.20 0.080
H -28.014 -3.479 7.363 0.05 -0.39 0.77 0.077
H -28.130 -1.853 8.019 0.05 0.14 -0.27 0.078
H -27.342 -2.289 6.463 0.36 0.65 0.04 0.070
H -23.350 -6.226 6.564 0.34 0.38 -0.01 0.086
H -24.603 -6.529 7.688 0.36 -0.21 0.59 0.080
H -23.121 -5.596 8.253 -0.11 -0.39 0.00 0.074
H -26.898 -5.261 8.457 -0.51 -0.48 0.04 0.091
```
Forces are in eV/Å.

**Spin multiplicity**: 6
**Energy relative to the best compared isomer or geometry (same formula, charge and spin)**: 115.08 kcal per mole
**DFT total energy**: -4122.9340 hartree
**Net charge**: +1
**HOMO energy (spin up / spin down)**: -9.78 / -9.78 eV